{"formula": "C16H48F2InNO12S2", "method": "wB97M-V/def2-TZVPD", "symbols": ["In", "N", "S", "O", "O", "F", "S", "O", "O", "F", "C", "C", "O", "H", "H", "H", "H", "H", "H", "C", "C", "O", "H", "H", "H", "H", "H", "H", "C", "C", "O", "H", "H", "H", "H", "H", "H", "C", "C", "O", "H", "H", "H", "H", "H", "H", "C", "C", "O", "H", "H", "H", "H", "H", "H", "C", "C", "O", "H", "H", "H", "H", "H", "H", "C", "C", "O", "H", "H", "H", "H", "H", "H", "C", "C", "O", "H", "H", "H", "H", "H", "H"], "coordinates": [[-1.97705, 3.74542, -0.35634], [-0.22522, 1.41849, -0.28989], [1.32936, 1.12534, 0.00397], [2.04488, 0.43115, -1.02411], [1.63142, 0.83475, 1.36373], [1.82941, 2.60251, -0.11559], [-0.79499, -0.15664, -0.31357], [-0.92707, -0.77814, 0.94082], [-0.38779, -0.86356, -1.45989], [-2.26284, 0.25296, -0.71808], [-0.57113, -3.03409, 3.99962], [-0.03608, -3.57567, 2.68538], [1.40847, -3.63202, 2.76913], [-1.63902, -3.26560, 4.06745], [-0.44279, -1.95958, 4.09031], [-0.16428, -3.59451, 4.84207], [-0.26768, -2.82752, 1.91509], [-0.45384, -4.55260, 2.45093], [1.71805, -4.37556, 2.23698], [5.05729, -2.02829, 2.42686], [3.86304, -1.43045, 1.63949], [3.22930, -2.43377, 0.93678], [5.34895, -1.41826, 3.28285], [5.88002, -2.28162, 1.76411], [4.72325, -2.93849, 2.93203], [4.14337, -0.54095, 1.05883], [3.18876, -0.97792, 2.38095], [2.46668, -2.77966, 1.44637], [-3.95439, 0.17070, 2.71594], [-2.67973, 0.93864, 3.00906], [-2.62512, 2.12711, 2.16768], [-4.03052, -0.09858, 1.66160], [-4.76645, 0.87733, 2.91482], [-4.11637, -0.71244, 3.32967], [-1.73924, 0.43966, 2.79460], [-2.67937, 1.29500, 4.04141], [-3.32476, 2.70574, 2.49202], [-7.91343, -0.77973, -1.93591], [-6.56649, -1.44072, -2.01425], [-5.64220, -0.59611, -1.31279], [-8.40238, -1.01143, -0.98609], [-8.63003, -1.13223, -2.68045], [-7.86395, 0.30339, -2.02570], [-6.27596, -1.57532, -3.05915], [-6.56513, -2.39266, -1.46978], [-4.74761, -0.73106, -1.63930], [2.36150, -3.12646, -2.18903], [1.71395, -2.50873, -3.42979], [1.51866, -1.10492, -3.27247], [2.76141, -4.10951, -2.45576], [1.65592, -3.37300, -1.39332], [3.16623, -2.49602, -1.82171], [0.80209, -3.00884, -3.76831], [2.39007, -2.62053, -4.28218], [0.68128, -1.07094, -2.77421], [0.91797, 2.72388, 3.75053], [0.26219, 4.05733, 3.47648], [0.20627, 4.32076, 2.05146], [1.80092, 2.53362, 3.14723], [0.24357, 1.87863, 3.57903], [1.13260, 2.69254, 4.82228], [0.81963, 4.84901, 3.98640], [-0.73160, 4.14275, 3.92409], [0.64730, 5.16363, 1.92100], [-1.11643, 0.88040, -4.36260], [-0.53489, 2.14770, -3.77217], [-1.57335, 2.88401, -3.06902], [-0.31460, 0.38419, -4.92172], [-1.92178, 1.07235, -5.06797], [-1.43870, 0.21833, -3.56280], [-0.22413, 2.79316, -4.59470], [0.28633, 1.95107, -3.08957], [-1.96020, 3.49451, -3.70491], [5.11594, 2.61669, -2.47332], [4.53718, 1.25630, -2.29581], [3.28506, 1.19508, -2.92564], [5.47447, 2.74163, -3.50238], [5.99370, 2.84493, -1.86588], [4.43555, 3.44649, -2.27747], [4.29393, 1.03164, -1.22146], [5.19073, 0.45658, -2.68440], [2.93189, 0.28876, -2.83952]], "forces_ev_per_angstrom": [[0.18, -0.29, 0.26], [1.25, -2.80, 0.16], [0.62, 3.79, 1.08], [0.15, -0.85, 0.33], [-0.02, -1.12, -0.17], [-0.18, -0.12, -0.48], [-3.68, 1.81, -0.64], [0.65, -0.22, 0.51], [0.78, -0.99, -0.56], [0.19, 0.19, 0.33], [-0.58, -0.83, 0.04], [0.22, 0.97, 0.35], [0.28, -0.12, -0.57], [-0.04, 0.28, -0.26], [0.21, -0.01, 0.17], [0.38, 0.31, 0.00], [-0.23, -0.47, -0.18], [0.09, -0.01, -0.10], [-0.13, -0.29, 0.32], [0.22, -0.67, 0.52], [-0.86, 0.85, 1.81], [0.07, 0.29, -1.00], [0.12, 0.58, -0.49], [0.09, 0.14, 0.05], [-0.15, -0.10, -0.39], [0.48, -0.55, -0.82], [-0.12, -0.44, 0.05], [-0.11, 0.19, 0.41], [-0.03, 0.46, -0.20], [-0.02, 0.53, -0.14], [-0.06, 0.12, -0.14], [0.12, -0.10, 0.02], [-0.17, -0.26, 0.03], [0.19, 0.01, 0.10], [-0.18, -0.31, 0.12], [0.15, -0.25, 0.09], [0.00, 0.04, -0.06], [-1.09, -0.16, 0.44], [0.15, 0.42, 0.27], [0.19, 0.21, -0.14], [0.16, 0.19, 0.09], [0.31, -0.15, -0.20], [0.26, 0.00, -0.07], [0.24, -0.14, 0.10], [-0.12, -0.20, -0.43], [-0.06, -0.17, -0.05], [-0.16, -0.99, 0.15], [0.87, 0.21, -1.01], [-0.43, -0.77, -0.10], [0.20, 0.20, -0.21], [-0.16, 0.58, 0.02], [-0.02, 0.02, 0.04], [-0.26, 0.10, 0.57], [0.23, 0.10, 0.21], [0.19, 0.72, 0.08], [-0.72, -0.39, 0.51], [0.23, 0.25, 0.01], [-0.23, 0.05, 0.20], [0.19, 0.35, 0.17], [-0.09, 0.17, -0.19], [0.34, -0.09, -0.12], [0.22, 0.00, -0.32], [-0.13, -0.35, -0.30], [-0.01, 0.04, -0.15], [0.78, -0.18, 0.08], [-1.10, 0.34, -0.78], [0.32, 0.06, 0.55], [-0.11, -0.10, 0.05], [-0.11, 0.09, 0.14], [-0.24, -0.11, -0.08], [0.53, -0.05, 0.15], [0.03, 0.10, 0.10], [-0.12, -0.03, 0.05], [0.83, 0.94, -0.29], [-0.92, 0.73, -0.34], [0.61, -0.22, -0.09], [-0.20, -0.08, -0.01], [-0.04, -0.55, 0.20], [-0.37, -0.32, -0.01], [0.37, -0.31, 0.12], [-0.06, -0.20, 0.34], [-0.34, -0.08, -0.30]], "mulliken_charge": [0.979, 0.135, 0.702, -0.221, -0.350, -0.384, 0.596, -0.405, -0.803, -0.264, -1.192, 0.413, -0.631, 0.354, 0.216, 0.370, -0.191, 0.427, 0.299, -1.199, 0.272, -0.239, 0.385, 0.319, 0.330, 0.148, 0.115, 0.382, -1.146, 0.039, -0.300, 0.182, 0.399, 0.352, -0.160, 0.467, 0.206, -1.097, -0.109, -0.396, 0.281, 0.350, 0.303, 0.309, 0.249, 0.217, -0.753, -0.419, -0.303, 0.455, 0.180, 0.149, 0.353, 0.361, 0.415, -0.540, -0.396, -0.377, 0.121, -0.059, 0.438, 0.441, 0.216, 0.245, -0.881, 0.261, -0.442, 0.258, 0.437, 0.067, 0.499, -0.344, 0.267, -1.412, 0.468, -0.284, 0.373, 0.408, 0.318, -0.019, 0.372, 0.419], "lumo_energy_ev": -12.492, "spin_multiplicity": 1, "de_lowest_ev": 0.000, "e_tot_ev": -75684.8522, "e_homo_ev": -14.1, "charge": 2}

***

{"formula": "C16H48N4O6", "method": "wB97M-V/def2-TZVPD", "symbols": ["O", "H", "H", "O", "H", "H", "C", "C", "C", "O", "C", "N", "H", "H", "H", "H", "H", "H", "H", "H", "H", "H", "H", "C", "C", "C", "O", "C", "N", "H", "H", "H", "H", "H", "H", "H", "H", "H", "H", "H", "C", "C", "C", "O", "C", "N", "H", "H", "H", "H", "H", "H", "H", "H", "H", "H", "H", "C", "C", "C", "O", "C", "N", "H", "H", "H", "H", "H", "H", "H", "H", "H", "H", "H"], "coordinates": [[24.93216, -22.50707, 30.12673], [24.82749, -23.46168, 30.19978], [24.51201, -22.27413, 29.28812], [24.71735, -19.66012, 27.89471], [24.66321, -19.44568, 28.83589], [25.28383, -18.96113, 27.50687], [22.47320, -19.79090, 25.10085], [22.78422, -19.41778, 23.65351], [21.95815, -18.23278, 23.15565], [20.60515, -18.59612, 23.00906], [19.82727, -17.55173, 22.47078], [24.20228, -19.10660, 23.49994], [21.48080, -20.24382, 25.13878], [22.49844, -18.96253, 25.80916], [23.18457, -20.54084, 25.45273], [22.57053, -20.27686, 23.01186], [22.38099, -18.07374, 22.15202], [22.15641, -17.32438, 23.73092], [18.79489, -17.81840, 22.68052], [20.00839, -17.30509, 21.42118], [20.03262, -16.61557, 23.00788], [24.81819, -19.50053, 24.21039], [24.59442, -19.31706, 22.59497], [25.07003, -17.25759, 32.34067], [24.65876, -18.70473, 32.44710], [23.17608, -18.87554, 32.81036], [22.73312, -17.91133, 33.74533], [21.47358, -18.14438, 34.32704], [24.90507, -19.36403, 31.15900], [24.61129, -16.65675, 33.12769], [24.64195, -16.92065, 31.39391], [26.13808, -17.07967, 32.46052], [25.14586, -19.33271, 33.20818], [22.92904, -19.89479, 33.11682], [22.62412, -18.62138, 31.89050], [21.40599, -19.16339, 34.72458], [20.70243, -17.96007, 33.57387], [21.36398, -17.48233, 35.18324], [24.90389, -20.37677, 31.23538], [25.82381, -19.07816, 30.84070], [18.32508, -18.83245, 31.62077], [18.37304, -18.37098, 30.18010], [19.23235, -19.24609, 29.25261], [20.37213, -19.68145, 29.94975], [21.58122, -19.57209, 29.21136], [16.94513, -18.33657, 29.72894], [17.75655, -18.11525, 32.21910], [19.29338, -18.93185, 32.11197], [17.81007, -19.78688, 31.74775], [18.69916, -17.32366, 30.15729], [19.46067, -18.76124, 28.30200], [18.57013, -20.10317, 29.06111], [21.45586, -20.15993, 28.29829], [22.38238, -19.93855, 29.85175], [21.85797, -18.53390, 28.99342], [16.87705, -17.92579, 28.79204], [16.55225, -17.53307, 30.22561], [28.16027, -19.68307, 23.64462], [27.58488, -19.57280, 25.05689], [27.21736, -18.15821, 25.38926], [26.74648, -18.13294, 26.76124], [26.44897, -16.83721, 27.24293], [26.36339, -20.44040, 25.13429], [27.43592, -19.48016, 22.85477], [28.53626, -20.69243, 23.48443], [28.96177, -18.94770, 23.53836], [28.31314, -20.05352, 25.71530], [26.31762, -17.87964, 24.82790], [28.03617, -17.44139, 25.32639], [27.15595, -16.01751, 27.07671], [26.19292, -16.89170, 28.29539], [25.59251, -16.47724, 26.65667], [25.84872, -20.18722, 25.98020], [26.69324, -21.36247, 25.41208]], "forces_ev_per_angstrom": [[-0.10, 0.00, -0.12], [0.00, 0.08, 0.02], [0.11, 0.06, 0.09], [0.07, 0.29, -0.09], [-0.09, 0.00, 0.14], [-0.15, -0.51, 0.21], [-0.14, -0.47, -0.21], [0.39, -0.08, 0.49], [0.87, -0.91, -1.33], [0.09, 0.30, 0.19], [-0.02, 0.47, 0.88], [0.29, 0.88, 0.49], [-0.03, 0.10, 0.09], [0.10, 0.20, -0.18], [-0.01, 0.00, 0.03], [-0.49, -0.05, 0.06], [-0.11, 0.48, -0.08], [-0.34, -0.02, 0.32], [-0.13, 0.04, -0.41], [0.03, -0.53, -0.19], [-0.05, -0.01, 0.12], [-0.46, -0.24, -0.43], [-0.20, -0.11, -0.07], [-0.48, 0.21, 0.70], [-0.32, -1.41, 0.89], [-1.05, 1.30, -1.40], [1.00, 0.00, 0.95], [0.27, -0.31, -0.24], [-0.14, 0.15, -0.49], [-0.12, -0.16, -0.02], [0.43, 0.31, -0.09], [0.10, -0.21, -0.56], [0.62, 0.87, 0.26], [0.09, -0.06, 0.08], [-0.09, -0.60, -0.13], [-0.14, -0.10, -0.20], [-0.27, -0.11, 0.23], [-0.02, 0.25, -0.17], [0.08, 0.02, 0.00], [0.09, -0.23, 0.00], [0.10, -0.18, 0.71], [-0.57, 0.81, -0.28], [-1.27, -0.35, 0.90], [0.53, 0.40, 0.01], [-0.31, -0.13, 0.26], [0.09, 0.83, -0.46], [-0.04, 0.08, -0.11], [0.10, 0.07, -0.35], [0.01, -0.06, -0.33], [0.65, -0.16, 0.10], [0.11, 0.14, 0.05], [0.27, -0.16, -0.32], [0.54, 0.11, -0.12], [-0.06, -0.33, -0.16], [-0.30, 0.03, -0.23], [0.38, -0.62, -0.16], [-0.21, -0.51, 0.44], [0.05, 0.37, 0.08], [-0.50, -1.38, -0.78], [-1.06, 0.04, 1.48], [1.16, 0.18, 0.39], [-1.08, 0.52, -1.04], [0.40, 0.19, 0.80], [-0.22, 0.05, 0.21], [0.15, 0.06, -0.05], [0.21, -0.25, -0.11], [0.28, 0.87, 0.37], [0.47, 0.27, -0.67], [0.06, -0.07, -0.42], [0.82, -0.63, 0.09], [0.01, -0.11, 0.07], [-0.38, 0.04, 0.37], [0.02, 0.13, -0.10], [-0.10, -0.12, -0.47]], "mulliken_charge": [-0.618, 0.289, 0.307, -0.479, 0.139, 0.486, -1.598, 0.586, -0.740, -0.297, -0.759, -0.457, 0.485, 0.325, 0.451, 0.164, 0.297, 0.335, 0.262, 0.282, 0.324, 0.191, 0.209, -1.469, 0.391, -0.467, -0.371, -0.633, -0.266, 0.388, 0.302, 0.369, 0.234, 0.432, 0.059, 0.322, 0.174, 0.268, 0.114, 0.201, -1.244, 0.735, -0.757, -0.381, -0.804, -0.813, 0.421, 0.072, 0.338, 0.174, 0.403, 0.311, 0.536, 0.101, 0.333, 0.259, 0.275, -1.482, 0.549, -0.811, -0.500, -0.829, -0.572, 0.235, 0.384, 0.390, 0.428, 0.329, 0.479, 0.361, 0.205, 0.353, -0.048, 0.338], "lumo_energy_ev": 0.596, "spin_multiplicity": 1, "de_lowest_ev": 1.338, "e_tot_ev": -35613.2200, "e_homo_ev": -8.6, "charge": 0}